This record from the OMol25 dataset describes a cluster of 3 separate species, C6H21N2O2 in total. The level of theory is wB97M-V/def2-TZVPD.

DFT total energy: -500.85237 a.u.
energy relative to the best compared isomer or geometry (same formula, charge and spin): 3.1522 eV
net charge: +1
gap between HOMO and LUMO: 0.326 Ha

Element x y z (Å)
1 H -1.629 -1.160 2.533
2 C -1.054 -1.926 -0.661
3 H -1.783 -1.957 -1.524
4 H 3.464 -0.686 -0.295
5 H -1.852 0.690 -2.012
6 H 3.471 0.252 -1.531
7 H -3.195 -0.065 -0.485
8 H 1.009 3.253 -0.932
9 C -1.590 1.047 -1.008
10 H -0.251 -2.030 1.898
11 H 1.092 -1.839 -0.216
12 H 2.665 3.557 -0.570
13 H -0.560 1.028 -0.918
14 H -2.858 0.552 0.909
15 O 3.004 -0.030 -0.717
16 N -1.480 -1.008 0.393
17 C -2.196 0.081 0.027
18 H -1.025 -3.094 -0.273
19 H 1.651 1.274 1.045
20 C 0.400 -1.688 -1.161
21 N 0.935 0.521 0.883
22 H -0.698 1.100 2.217
23 H 0.665 0.246 2.928
24 O 1.894 3.092 -0.460
25 H 0.401 1.018 0.102
26 C -0.048 0.248 2.044
27 H -2.110 2.022 -0.948
28 H 0.566 -2.396 -1.951
29 H 0.605 -0.695 -1.596
30 C -0.898 -1.060 1.766
31 H 1.404 -0.345 0.512


This record from the OMol25 dataset describes a cluster of 13 separate species, C38H108N6O13 in total. The level of theory is wB97M-V/def2-TZVPD.

DFT total energy: -2819.01256 a.u.
energy relative to the best compared isomer or geometry (same formula, charge and spin): 2.5897 eV
gap between HOMO and LUMO: 0.343 Ha

Element x y z (Å)
1 H 6.902 -2.342 1.642
2 C -5.537 0.599 -2.778
3 H -2.432 2.376 0.432
4 C -4.975 -1.641 -2.076
5 H 4.654 -0.752 -0.487
6 H -1.164 -0.917 -5.190
7 C -0.162 0.910 -4.746
8 C -3.618 -3.424 5.539
9 C -0.655 -0.201 -1.194
10 H -2.745 5.049 4.413
11 N -3.680 -3.753 -1.998
12 C 5.500 1.251 -3.833
13 H 3.787 -4.364 2.562
14 H 2.650 -2.354 1.507
15 H -5.039 -4.230 0.511
16 H 1.124 -4.666 5.665
17 H -4.460 -1.869 0.345
18 H 1.556 6.324 -0.568
19 C -0.977 4.616 5.597
20 H -1.240 5.355 6.353
21 H -2.427 -6.329 -0.911
22 H -4.215 -3.951 6.228
23 H -1.943 4.419 -2.610
24 C 2.904 3.130 -1.914
25 H 0.064 3.769 1.404
26 H 3.725 1.149 2.171
27 H -4.388 -4.011 -1.327
28 H 3.129 4.117 -2.366
29 H 3.633 -3.136 0.397
30 O 6.029 -0.639 1.094
31 H 6.223 0.030 -0.809
32 H 5.360 1.555 -4.866
33 H -0.984 7.453 0.698
34 H -3.368 -4.502 1.144
35 C -1.409 1.843 -4.562
36 H 4.537 3.117 -0.366
37 H 6.537 1.268 -3.672
38 H -5.344 2.970 1.285
39 H -1.104 2.702 2.267
40 O -0.213 5.341 -0.834
41 C 2.441 -2.778 -2.477
42 H 3.119 2.329 -3.882
43 C -3.520 2.244 0.303
44 H -5.118 1.593 -2.782
45 C -1.331 -6.469 -0.940
46 H 3.075 2.175 0.039
47 H -2.646 -3.830 5.470
48 H -0.273 -0.824 -2.010
49 H 3.892 3.414 3.052
50 C 0.826 -3.768 3.606
51 H -1.449 -1.731 0.820
52 H -1.830 -2.428 -3.350
53 O 2.997 -1.402 -4.365
54 O -1.041 2.798 -3.582
55 H 0.526 -5.522 -0.655
56 H -4.071 -0.958 1.603
57 C 0.947 1.717 -5.379
58 N -0.595 -0.174 -5.654
59 H 1.409 -4.482 2.989
60 H -2.674 -0.919 -3.532
61 H -3.562 -1.743 3.573
62 N 3.551 -2.342 1.051
63 H 2.271 -3.751 -2.817
64 H -1.264 3.655 5.999
65 H 0.376 0.335 2.151
66 H 3.767 0.359 3.766
67 H -0.428 -2.671 -0.006
68 C -3.653 -2.824 3.332
69 H 1.065 2.648 -4.793
70 C -0.060 2.781 1.885
71 H -3.537 -2.379 5.846
72 H -0.638 -5.094 0.536
73 C 2.117 -1.534 -3.270
74 H -5.650 -1.860 -2.881
75 O -0.814 -4.196 -1.467
76 H -3.884 -4.264 -2.830
77 H 3.507 -2.827 -2.276
78 H 0.102 0.505 -3.768
79 H -1.157 6.537 3.694
80 H 3.129 1.038 -2.702
81 H 1.129 -0.642 -0.054
82 C -4.271 2.976 1.485
83 C -1.739 4.782 4.255
84 H 2.967 3.942 0.003
85 H 3.991 2.762 4.755
86 H -4.743 -5.036 2.043
87 C 5.440 -0.081 -0.066
88 H 5.145 0.198 -3.597
89 H -1.815 -4.074 -1.568
90 H 0.406 8.195 0.578
91 H -5.521 -1.838 -1.127
92 C 5.935 -2.018 1.245
93 C 4.825 -4.016 2.369
94 H 1.270 2.126 -1.064
95 O -3.773 0.805 0.297
96 H 0.390 4.605 -1.136
97 C -4.387 -4.200 1.401
98 H -2.596 -3.120 3.090
99 H 0.245 -0.580 -6.056
100 O -0.001 1.870 0.819
101 H 4.660 -1.918 2.926
102 H -2.993 3.187 -3.308
103 H 2.003 -2.874 -1.439
104 N -3.944 -1.885 1.229
105 H -3.963 4.009 1.480
106 C 4.105 1.253 3.190
107 O 0.959 -2.409 3.137
108 C -2.813 -1.959 -3.319
109 H 0.948 2.796 -2.506
110 N 1.465 2.901 -1.649
111 H -1.317 0.378 1.527
112 H 2.559 2.685 3.935
113 H -1.098 -7.207 -0.168
114 C -3.649 -2.336 -2.128
115 H -6.550 0.450 -2.310
116 H -0.475 7.812 -0.932
117 H -2.086 4.355 -4.322
118 H -0.191 -4.161 3.511
119 H 5.838 -2.424 0.236
120 H -3.369 -2.210 -4.271
121 H 0.454 -2.298 2.327
122 H 3.933 -1.248 -4.211
123 C -0.227 0.489 1.257
124 H 1.115 -1.576 -3.751
125 O 5.532 1.278 3.060
126 O 4.920 2.114 -2.912
127 C -0.540 -5.263 -0.590
128 H 0.787 -2.858 5.570
129 H 2.141 -0.650 -2.511
130 H 0.099 4.623 5.589
131 H 5.372 -4.698 1.654
132 C -0.122 7.480 0.053
133 O -4.607 -0.224 -2.133
134 H 0.768 2.662 2.626
135 H 5.794 0.592 2.434
136 C 1.237 -3.730 5.114
137 H -1.769 2.307 -5.546
138 C -2.063 3.765 -3.434
139 O -1.056 5.628 3.348
140 H 0.692 5.798 1.013
141 H -1.824 3.859 3.676
142 H -1.193 -6.853 -1.903
143 N -0.447 -1.856 0.619
144 H -5.545 -2.650 2.333
145 H -2.240 1.211 -4.256
146 H -3.987 2.600 2.521
147 H 1.889 1.235 -5.434
148 H -5.622 0.286 -3.848
149 H 5.377 -4.108 3.315
150 C 0.064 -0.571 0.099
151 H -3.823 0.455 -0.590
152 C 3.493 2.046 -2.894
153 H -3.912 2.693 -0.636
154 H -3.173 -1.995 -1.172
155 C -4.502 -2.849 2.092
156 H -0.554 0.845 -1.336
157 H -1.735 -0.331 -1.054
158 O -4.251 -3.626 4.259
159 H 5.086 0.904 0.299
160 C 3.473 3.105 -0.496
161 C 0.578 6.179 -0.075
162 C 4.704 -2.524 2.010
163 H 2.297 -3.499 5.214
164 C 3.606 2.584 3.760
165 H 0.638 1.952 -6.395


This record from the OMol25 dataset describes an isolated molecule of C4H11NO. The level of theory is wB97M-V/def2-TZVPD.

DFT total energy: -288.97557 a.u.
energy relative to the best compared isomer or geometry (same formula, charge and spin): 1.1278 eV
gap between HOMO and LUMO: 0.373 Ha

Element x y z (Å)
1 H 1.136 0.919 -0.979
2 H -1.415 1.214 2.209
3 O -1.601 1.809 1.485
4 C -0.548 1.632 0.547
5 H 0.101 -2.595 0.076
6 N -0.127 0.253 0.566
7 H -0.914 -0.364 0.391
8 H 1.858 -0.189 0.227
9 C 0.994 0.007 -0.399
10 H -0.378 -0.865 -1.798
11 H 0.279 2.265 0.872
12 H 1.319 -1.024 -2.213
13 H 1.718 -2.754 -0.513
14 C 0.602 -1.093 -1.384
15 H 0.410 -3.260 -1.547
16 H -0.901 2.014 -0.417
17 C 0.706 -2.501 -0.831